{"formula": "H7O3S", "method": "ωB97M-V/def2-TZVPD", "species": ["S", "H", "H", "H", "O", "H", "H", "O", "H", "H", "O"], "xyz": [[0.51457, 1.92109, -0.20803], [-0.55105, 2.35547, 0.46263], [1.62450, -1.03967, 0.74837], [0.62361, -1.43169, -0.39473], [1.05804, -1.74704, 0.42414], [-1.00353, 0.25778, -2.19766], [0.36781, 0.07539, -2.63405], [-0.50096, -0.30932, -2.80146], [-0.30643, -0.69484, 1.97552], [-0.96538, 0.73918, 2.09061], [-0.86119, -0.12634, 2.53467]], "atomic_forces_ev_per_a": [[0.2, -0.3, -0.2], [-0.3, 0.1, 0.1], [-0.2, 0.4, -0.4], [0.4, 0.2, 0.7], [-0.3, -0.4, -0.3], [-0.1, -0.1, 0.1], [0.2, 0.0, -0.1], [0.0, 0.2, 0.2], [-0.2, 0.6, -0.2], [0.6, -0.9, -0.1], [-0.3, 0.2, 0.2]], "charge": -1, "homo_lumo_gap_ev": 7.6}

{"formula": "H80O40", "method": "ωB97M-V/def2-TZVPD", "species": ["H", "H", "O", "H", "H", "O", "H", "H", "O", "H", "H", "O", "H", "H", "O", "H", "O", "H", "O", "H", "H", "O", "H", "H", "O", "H", "H", "O", "H", "H", "O", "H", "O", "H", "H", "O", "H", "H", "O", "H", "H", "O", "H", "H", "O", "H", "H", "O", "H", "H", "O", "H", "O", "H", "H", "O", "H", "O", "H", "H", "O", "H", "H", "O", "H", "H", "O", "H", "H", "O", "H", "H", "O", "H", "H", "O", "H", "H", "O", "H", "H", "O", "H", "H", "O", "H", "H", "O", "H", "O", "H", "H", "O", "H", "H", "H", "H", "H", "H", "O", "H", "H", "O", "H", "H", "O", "H", "H", "O", "H", "H", "O", "H", "H", "O", "H", "H", "O", "H", "H"], "xyz": [[1.13588, 5.41662, -2.60074], [1.70453, 5.06073, -3.78945], [2.04677, 5.29254, -2.91074], [-4.11753, 1.73733, 2.95207], [-4.83874, 1.23309, 4.06803], [-5.03586, 1.64936, 3.21861], [0.47626, 3.35085, -0.73592], [0.29050, 1.92269, -0.21732], [0.72421, 2.43349, -0.91534], [4.49505, -0.43761, -2.92514], [5.87018, -0.18081, -3.41891], [4.95619, 0.02233, -3.65213], [1.27130, -2.29061, 3.17113], [1.10037, -3.91605, 3.30351], [0.70309, -3.09023, 2.99258], [2.65802, -2.48637, -3.43962], [2.82895, -3.20861, -2.82020], [3.91252, -3.08711, 1.04150], [3.37616, -2.57232, 0.43224], [-1.49682, -0.13808, -1.99591], [-0.64143, 1.21897, -1.64446], [-1.19361, 0.49641, -1.35223], [-4.35782, -1.90457, 2.70500], [-5.52301, -0.82281, 2.45667], [-4.64351, -1.11967, 2.21936], [1.11162, -5.91023, -2.83933], [-0.00145, -6.46290, -1.77178], [0.21839, -5.84695, -2.48563], [-3.83279, 1.15052, 1.45442], [-2.68524, 1.33186, 0.44201], [-3.64029, 1.45649, 0.55159], [-1.83369, -2.33759, 3.42496], [-2.56802, -2.77381, 2.98383], [0.38950, -2.61262, 1.31116], [-0.80385, -3.23643, 0.50671], [-0.06267, -2.62193, 0.44074], [-1.19993, 3.21311, 3.61617], [-2.36084, 2.61059, 2.71590], [-1.81717, 3.37894, 2.88991], [0.78860, 2.16091, -4.77395], [0.31926, 2.92140, -3.54882], [0.82089, 3.03358, -4.36663], [-2.75701, -1.04719, -4.99456], [-2.53986, 0.34389, -5.52504], [-2.44365, -0.60313, -5.79223], [-1.67962, 1.79675, -4.08041], [-2.87672, 1.48424, -3.22587], [-2.20448, 1.04041, -3.78472], [1.03954, -4.00771, -0.25402], [1.75706, -4.77266, -1.39719], [1.69766, -4.72349, -0.40493], [2.37374, 2.23370, -0.55290], [3.15003, 2.31269, 0.04038], [0.47385, 6.21234, 0.66220], [0.18563, 5.79576, -0.81969], [0.62864, 5.54410, -0.01145], [-4.37211, -3.83311, 0.39650], [-5.00988, -3.11737, 0.32960], [3.92229, 1.67010, -3.09702], [2.78306, 2.74973, -2.87862], [3.14496, 1.90358, -2.56155], [-3.00116, -3.54167, -2.93662], [-1.81197, -4.20662, -3.78306], [-2.64575, -4.32946, -3.34074], [-4.27985, -1.64590, -1.97032], [-5.14935, -0.60483, -1.20332], [-4.68013, -0.76425, -2.03406], [3.46049, -1.36596, 2.68633], [3.98890, -1.78005, 4.04961], [3.23901, -1.93508, 3.46636], [3.28281, 2.74371, 1.55633], [2.76538, 3.97591, 2.61107], [3.47378, 3.48543, 2.20190], [0.73426, -1.11664, -1.45525], [1.97326, -0.66252, -2.04159], [1.31804, -1.36999, -2.18475], [-2.71089, 6.00690, 0.40164], [-3.03414, 4.40310, 1.11948], [-2.71311, 5.28522, 1.00815], [4.84659, 2.52922, 3.24059], [5.96788, 2.96432, 2.35355], [5.60722, 2.16403, 2.77142], [-0.72059, 0.43090, 4.01864], [0.75301, 1.06840, 4.64759], [-0.14254, 0.73794, 4.75774], [-4.03621, 2.45497, -1.27865], [-4.42718, 1.07763, -2.08846], [-4.14507, 2.00119, -2.13196], [4.91691, 0.78455, 2.29039], [4.83820, -0.09529, 2.70031], [-1.79339, -0.05532, 1.95921], [-0.35795, -0.75191, 2.21166], [-1.02164, -0.12538, 2.53470], [3.77293, 2.83789, -0.46962], [2.49539, -2.83397, -2.00480], [-4.60931, -2.31483, 0.00259], [2.48066, -2.90791, 0.46640], [-2.96356, -3.36783, 3.62688], [4.86266, 0.01422, 3.66786], [-0.63382, -2.35811, 6.10753], [-0.38771, -3.04745, 5.48765], [-0.60535, -1.48736, 5.72503], [-4.63513, 3.61736, -0.09844], [-5.29103, 3.45157, 0.59643], [-5.17804, 3.97278, -0.82716], [-2.72148, -2.38595, -1.43400], [-2.32921, -1.62728, -0.99742], [-2.55356, -3.32285, -1.33400], [2.34371, -0.53153, 1.50552], [1.69041, -0.03654, 0.98372], [3.10254, 0.05267, 1.42040], [2.25900, 1.04666, 3.27223], [2.95245, 0.44082, 2.92605], [2.41121, 0.73573, 4.18272], [4.87735, -1.33154, -1.45643], [4.25569, -2.03023, -1.14745], [4.71945, -0.81147, -0.64951], [-0.05307, -3.19760, -4.79341], [-0.51193, -2.82356, -5.55579], [-0.06219, -2.53340, -4.08325]], "atomic_forces_ev_per_a": [[0.4, 0.3, 1.1], [1.1, -0.4, -0.6], [-1.4, -0.1, -0.7], [0.2, 0.5, -0.4], [-0.6, -0.1, 0.3], [0.2, -0.1, 0.5], [0.1, 0.3, 0.4], [-0.1, 0.0, 0.4], [-0.5, 0.0, -0.6], [0.2, -0.1, -0.1], [-0.1, 0.1, -0.2], [0.0, 0.3, -0.2], [0.1, -1.5, 0.3], [0.4, 0.7, -0.1], [-0.3, 1.0, 0.1], [0.0, -0.5, 0.0], [0.8, -0.6, -0.6], [-0.2, -0.3, 0.0], [1.0, 0.1, -0.4], [0.3, 0.6, -1.2], [0.1, -0.1, -1.1], [-0.3, -0.7, 2.4], [-0.2, 0.2, -0.1], [-0.1, -0.3, 0.3], [0.5, 0.7, -0.3], [-0.2, -0.6, 0.4], [0.9, 0.1, -0.4], [-0.9, 0.4, -0.4], [-0.1, -0.5, -0.7], [0.0, -0.1, -0.3], [0.4, -0.6, 0.9], [0.1, 0.1, 0.1], [-0.3, -0.3, -0.3], [-0.6, -0.5, -0.1], [0.0, 0.1, 0.4], [0.3, 0.4, -0.5], [-0.3, -0.6, -0.2], [0.4, -0.5, 0.3], [0.2, 0.8, 0.0], [0.2, -0.1, -0.1], [0.2, 0.0, 0.2], [-0.3, 0.1, 0.0], [0.1, 0.1, -0.1], [0.2, -1.2, -0.1], [-0.2, 0.6, -0.2], [0.1, -0.2, -0.1], [-0.3, 0.0, 0.4], [0.1, 0.9, -0.3], [0.2, -0.6, -0.3], [-0.1, 0.2, 1.5], [-0.2, 0.4, -0.9], [0.2, 0.0, 0.3], [0.3, -0.7, 0.0], [-0.3, 0.0, -0.1], [-0.4, 0.5, 0.1], [0.6, -0.6, 0.0], [0.3, 0.5, -0.2], [-1.1, -0.8, 0.1], [-0.2, 0.0, -0.1], [0.2, -0.4, -0.1], [0.0, 0.3, -0.3], [0.4, 0.6, -0.8], [0.7, 0.7, -0.1], [-1.1, -1.4, 0.4], [0.1, 0.3, 0.1], [0.1, -0.2, -0.1], [-0.6, 0.3, 0.0], [-0.3, -1.1, 0.8], [-0.2, -0.4, 0.1], [0.3, 0.1, -0.1], [-1.0, 1.4, 0.5], [-0.7, -0.6, -0.5], [1.5, 0.3, 0.6], [-0.7, -0.4, 0.0], [0.2, -0.1, -0.6], [-0.2, 1.5, 1.0], [-1.0, -0.9, -1.1], [-0.7, -0.1, -1.5], [2.0, 1.6, 2.6], [-0.5, 0.3, -0.2], [-0.2, -0.4, 0.0], [1.3, 1.2, 0.1], [1.7, 0.6, -0.3], [-0.9, -0.3, -1.3], [-1.0, -0.2, 2.2], [-0.2, -1.0, 0.2], [0.2, 0.1, 0.7], [0.2, 0.6, -1.4], [0.8, 0.2, 0.5], [-0.4, -1.2, 0.0], [0.1, -0.5, -0.4], [-0.4, 0.1, -0.5], [-0.2, 0.1, 0.3], [0.1, -0.1, -0.1], [-0.2, 0.0, 0.2], [0.7, -0.1, 0.3], [0.0, -0.4, 0.1], [0.2, -0.1, 0.2], [0.3, 0.5, -0.8], [-0.4, -0.8, 1.1], [0.2, 0.5, -0.4], [0.4, 0.5, -0.7], [-1.3, 1.0, -0.5], [0.4, -0.2, -0.1], [0.3, 0.0, 0.4], [-1.5, 0.4, -1.4], [0.8, -0.8, 0.9], [1.2, 0.2, 1.0], [-0.9, 0.2, -1.8], [-0.2, -0.2, 0.3], [0.3, -0.1, -0.7], [1.4, -0.2, 1.8], [-1.0, 0.9, 0.0], [-0.5, 0.5, 0.2], [-1.0, -0.3, 1.5], [0.5, -0.4, -0.7], [0.6, 0.6, -0.3], [-0.1, -0.1, 0.3], [0.0, 0.3, 0.3], [0.1, -0.1, -0.5]], "s2": 0.75, "charge": -1, "multiplicity": 2, "homo_lumo_gap_ev": [2.4, 9.8]}

Per-record ΔE to the lowest compared entry with this formula, charge and spin, kJ/mol: 46.4, 347.3
Per-record max |F|, eV/A: 1.06, 3.59